# 1
DFT (wB97M-V/def2-TZVPD) results for 8 unconnected molecules or ions with the total composition C21H56F3N2O26P5 at a distorted geometry.

Net charge: 0
HOMO level, eV: -10.5
Electronic energy, eV: -133502.43768
E_LUMO, eV: 0.1284

Positions of all 113 atoms, in Å:
C1 -4.75200 0.39325 -3.13310
N1 -3.96800 0.49299 -1.84721
O1 -3.87002 1.56620 -1.29827
O2 -3.58441 -0.57712 -1.40221
H1 -4.75546 -0.64324 -3.44578
H2 -4.25394 1.04068 -3.85048
H3 -5.77101 0.72827 -2.96289
C2 -0.63137 -0.36113 -0.38206
N2 0.66430 0.27341 -0.80997
O3 0.74799 1.48613 -0.87467
O4 1.54437 -0.49673 -1.12887
H4 -0.41378 -0.98298 0.47736
H5 -1.08462 -0.82050 -1.25220
H6 -1.18141 0.52933 -0.08542
C3 -4.31568 -6.65746 -1.06127
O5 -5.06366 -5.44054 -0.87909
P1 -4.47830 -4.36577 0.11800
O6 -5.10039 -3.05524 0.09774
O7 -4.60874 -5.14230 1.54226
C4 -4.91413 -4.45300 2.74155
O8 -2.90553 -4.44969 -0.11252
C5 -2.06287 -3.58123 0.66392
H7 -4.96711 -7.50840 -1.24387
H8 -3.66597 -6.87688 -0.21707
H9 -3.69334 -6.54151 -1.95088
H10 -5.59731 -3.62439 2.54433
H11 -4.06606 -4.18723 3.36991
H12 -5.54516 -5.12325 3.33395
H13 -1.13172 -4.06328 0.95376
H14 -2.53837 -3.08224 1.50363
H15 -1.75165 -2.82461 -0.05740
C6 -3.64231 -0.47624 2.71775
O9 -2.21132 -0.46325 2.71010
P2 -1.25042 0.80841 2.89282
O10 0.15226 0.51959 2.57392
O11 -1.98584 1.92977 2.00692
C7 -1.28192 3.12210 1.73416
O12 -1.53049 1.26608 4.39428
C8 -0.80884 2.36948 4.99372
H16 -3.89231 -1.52596 2.86007
H17 -4.09423 -0.18900 1.76617
H18 -3.99424 0.19251 3.50221
H19 -1.81533 3.96170 2.18486
H20 -1.25434 3.40365 0.67549
H21 -0.22288 3.16085 1.98999
H22 -0.29274 3.06356 4.33367
H23 -0.02450 1.88293 5.57592
H24 -1.50825 2.84163 5.67447
C9 3.11841 3.39588 0.65163
O13 2.14393 4.45418 0.69238
P3 1.89947 5.21502 2.08650
O14 2.10494 4.47506 3.32527
O15 2.75182 6.53879 1.91087
C10 3.00032 7.24779 3.13650
O16 0.41119 5.75475 1.79896
C11 0.07073 6.34230 0.53173
H25 2.69278 2.44246 0.96981
H26 3.95868 3.63788 1.30363
H27 3.37814 3.28194 -0.39963
H28 3.42992 8.21775 2.89924
H29 3.65157 6.72797 3.83685
H30 2.05440 7.42018 3.65756
H31 -0.82571 5.83096 0.18138
H32 0.95342 6.38025 -0.09065
H33 -0.28581 7.36648 0.68955
C12 -0.80801 8.25183 -3.34744
O17 0.52354 8.31403 -2.85992
P4 1.52975 7.09089 -2.98045
O18 2.04145 6.92735 -4.34849
O19 0.73486 5.80452 -2.46095
C13 0.85907 4.50182 -3.08666
O20 2.54113 7.48016 -1.80381
C14 3.72014 6.65645 -1.65008
H34 -1.51646 8.51955 -2.56349
H35 -1.04688 7.27706 -3.76756
H36 -0.93807 9.02212 -4.10817
H37 1.51531 4.60188 -3.94803
H38 -0.16612 4.26200 -3.36791
H39 1.19174 3.76446 -2.35923
H40 4.55210 7.35092 -1.75954
H41 3.80580 5.85745 -2.38274
H42 3.72050 6.29525 -0.62535
C15 5.49661 -2.90994 1.06118
O21 5.44156 -4.28506 0.75066
P5 4.90574 -4.81903 -0.66568
O22 5.31480 -4.00956 -1.82366
O23 3.31792 -4.97904 -0.41100
C16 2.43790 -3.87682 -0.55168
O24 5.36034 -6.33809 -0.64204
C17 6.76138 -6.61270 -0.65481
H43 4.50637 -2.48199 1.24156
H44 5.87629 -2.28413 0.24792
H45 6.12369 -2.72785 1.92876
H46 1.80865 -3.83764 0.33988
H47 1.76248 -4.02410 -1.39729
H48 2.96409 -2.93181 -0.69154
H49 7.01236 -7.00281 -1.64244
H50 6.99683 -7.43617 0.01876
H51 7.38095 -5.75306 -0.41290
C18 0.20973 -6.50133 0.51727
C19 -0.85216 -6.57823 -0.55514
O25 -0.73714 -5.43188 -1.39417
C20 -1.61068 -5.30216 -2.38433
O26 -2.25659 -6.19483 -2.82851
C21 -1.63284 -3.87925 -2.99528
F1 -0.77405 -3.06872 -2.35678
F2 -1.23932 -3.98604 -4.27957
F3 -2.85964 -3.36389 -2.95750
H52 0.18626 -5.51172 0.98036
H53 1.20251 -6.52263 0.06700
H54 0.03743 -7.32934 1.19966
H55 -1.89998 -6.74594 -0.29570
H56 -0.63648 -7.50102 -1.11252

---

# 2
DFT (wB97M-V/def2-TZVPD) results for 2 unconnected molecules or ions with the total composition C30H58N3O3S at a distorted geometry.

Net charge: -1
HOMO level, eV: -4.2
Electronic energy, eV: -53491.91765
E_LUMO, eV: 2.2605

Positions of all 95 atoms, in Å:
C1 6.78487 2.58090 4.01915
C2 5.64827 3.07529 3.31958
C3 5.59091 3.48859 1.77180
C4 5.15133 2.32782 0.75178
N1 5.94783 2.60116 -0.53543
C5 5.37727 3.63196 -1.11338
O1 5.09534 4.71507 -1.67638
C6 5.75924 0.93477 1.31510
O2 6.86102 0.49361 0.79003
O3 5.17444 0.14629 2.28929
N2 3.73108 2.28490 0.34102
C7 3.31244 1.00102 -0.28165
C8 2.12382 1.17261 -1.39956
C9 0.77523 0.58172 -0.68353
C10 -0.35370 0.12983 -1.75060
C11 -1.30739 -1.07022 -1.25143
C12 -1.54908 -1.13353 0.33689
C13 -2.70967 -2.17419 0.78449
C14 -3.76103 -1.36628 1.72888
C15 -3.09102 -0.77667 3.06809
C16 -4.00677 0.41089 3.70597
C17 -4.20136 1.67352 2.71965
C18 -5.77414 2.04495 2.66558
C19 -5.98155 3.64036 2.59077
C20 -6.14142 4.09642 1.04802
C21 -6.06754 5.72619 0.93605
C22 2.75452 2.85656 1.27619
S1 2.46183 1.82841 2.83842
C23 0.97397 2.47631 3.74403
C24 -0.36493 1.96466 3.00651
H1 6.91254 2.91772 5.11857
H2 7.56505 1.85309 3.61697
H3 4.69219 3.23445 3.95409
H4 5.00201 4.48146 1.64700
H5 6.67942 3.76995 1.48422
H6 4.17636 0.49153 -0.86586
H7 3.02609 0.23620 0.53902
H8 2.40836 0.55973 -2.32652
H9 1.96193 2.28481 -1.61354
H10 1.05005 -0.35985 -0.08388
H11 0.28056 1.39966 -0.02656
H12 -1.03635 1.01406 -2.02355
H13 0.17272 -0.20465 -2.71043
H14 -0.90355 -2.08341 -1.63074
H15 -2.35546 -0.96050 -1.73503
H16 -0.56418 -1.52994 0.80845
H17 -1.68528 -0.07676 0.78668
H18 -3.22306 -2.63580 -0.12971
H19 -2.25268 -2.98686 1.46819
H20 -4.60828 -2.08684 2.05200
H21 -4.19360 -0.52384 1.07040
H22 -3.02752 -1.60651 3.87688
H23 -2.02889 -0.37412 2.92960
H24 -5.00664 -0.07589 4.03711
H25 -3.49687 0.77404 4.66934
H26 -3.75548 1.48495 1.66921
H27 -3.65135 2.58627 3.14418
H28 -6.31128 1.65300 3.59555
H29 -6.18806 1.59430 1.69233
H30 -6.94924 3.98221 3.12706
H31 -5.12331 4.24007 3.08899
H32 -5.29443 3.59900 0.44534
H33 -7.15241 3.72514 0.62554
H34 -6.24950 6.14757 1.99650
H35 -5.00885 6.00845 0.58077
H36 -6.85409 6.13244 0.18700
H37 1.72336 2.83053 0.73693
H38 2.90359 3.98146 1.51747
H39 0.98927 1.97407 4.78838
H40 1.03219 3.60864 3.89795
H41 -0.54488 2.67860 2.11184
H42 -0.18666 0.91834 2.56937
H43 -1.26304 1.90206 3.71697
C25 -0.00690 -6.30940 -6.66038
C26 0.54128 -5.10901 -5.89687
N3 0.14246 -5.07991 -4.49364
C27 0.40232 -3.79543 -3.84434
C28 1.85744 -3.35229 -3.71094
C29 0.47707 -6.25870 -3.70148
C30 1.94500 -6.67607 -3.62976
H44 -1.09347 -6.37711 -6.56270
H45 0.22780 -6.21088 -7.72442
H46 0.43411 -7.24834 -6.31580
H47 0.15310 -4.21206 -6.39245
H48 1.63223 -5.08149 -6.01145
H49 -0.06017 -3.79222 -2.85092
H50 -0.13587 -3.02042 -4.40392
H51 2.38312 -3.91852 -2.94173
H52 1.89250 -2.30044 -3.40924
H53 2.40690 -3.43885 -4.65056
H54 -0.09514 -7.10728 -4.09447
H55 0.09649 -6.13206 -2.68166
H56 2.43079 -6.67255 -4.60808
H57 2.01707 -7.69510 -3.23669
H58 2.51487 -6.03648 -2.95511

---

# 3
DFT (wB97M-V/def2-TZVPD) results for a single C3H12N9OP molecule at a distorted geometry.

Net charge: 0
HOMO level (alpha / beta), eV: -9.2 / -9.2
Electronic energy, eV: -28042.38153
E_LUMO (alpha / beta), eV: -1.0468 / -1.0449

Positions of all 26 atoms, in Å:
C1 -1.78124 2.01675 -0.54493
C2 3.20818 0.51771 0.10321
C3 -1.45092 -1.83628 1.17052
N1 0.36637 1.97770 0.42408
N2 2.48667 -1.86022 -0.25725
N3 -3.32671 -1.15738 -0.08747
N4 -0.97097 1.78905 0.62145
N5 2.70052 -0.80951 0.62182
N6 -2.00272 -1.31298 -0.13730
N7 -0.10186 0.68323 0.58805
N8 1.35356 -1.18441 0.35296
N9 -1.12410 -1.09593 -1.18286
O1 0.96640 0.22130 -1.96299
P1 0.31202 -0.34484 -0.74818
H1 -1.24437 1.79371 -1.49308
H2 -2.71596 1.36545 -0.39537
H3 -2.11344 3.13558 -0.58989
H4 2.97840 1.38170 0.81471
H5 4.30888 0.46393 -0.02533
H6 2.72068 0.74119 -0.80019
H7 -2.05912 -2.62288 1.65404
H8 -0.38729 -2.15484 1.06684
H9 -1.48686 -0.83775 1.67522
H10 0.59072 2.22888 -0.50907
H11 2.56948 -1.59812 -1.16125
H12 -3.79632 -1.50102 0.80226